## A
Below is a 2-piece molecular cluster, C3H11N3O overall, with properties calculated with the ωB97M-V functional and the def2-TZVPD basis.

Geometry (Å):
1 H -1.752 2.621 -1.576
2 N -0.814 2.318 -1.316
3 C -0.806 1.093 -0.883
4 N -1.751 0.152 -1.317
5 N 0.241 0.705 -0.134
6 C 0.905 -0.641 -0.401
7 C 2.232 -0.654 0.285
8 H -1.904 -0.591 -0.646
9 H -2.585 0.592 -1.663
10 H 0.963 1.187 0.352
11 H 0.910 -0.823 -1.477
12 H 0.249 -1.386 0.075
13 H 2.259 -0.406 1.351
14 H 2.945 0.040 -0.179
15 H 2.696 -1.642 0.171
16 O -1.147 -0.914 2.112
17 H -1.313 -0.047 2.486
18 H -1.329 -1.602 2.760

Computed properties:
Frontier orbital gap: 8.92 eV
E_LUMO: 0.568 eV
Total charge: 0
SMILES: [H]/N=C(\N)NCC.O

So, what does the natural (NBO) scheme give us? The charges, in e, come out as: 0.314 -0.786 0.577 -0.838 -0.631 -0.224 -0.640 0.385 0.387 0.410 0.199 0.196 0.215 0.209 0.225 -0.956 0.483 0.476

---

## B
Below is a 2-piece molecular cluster, C3H11N3O overall, with properties calculated with the ωB97M-V functional and the def2-TZVPD basis.

Geometry (Å):
1 N -1.397 -1.598 -0.746
2 C -0.335 -0.872 -1.431
3 C 0.932 -0.824 -0.580
4 N 1.039 -1.860 0.271
5 O 1.776 0.039 -0.707
6 H -1.761 -1.034 0.018
7 H -2.164 -1.782 -1.381
8 H -0.589 0.159 -1.714
9 H -0.079 -1.414 -2.347
10 H 0.289 -2.531 0.309
11 H 1.846 -1.948 0.864
12 C -0.493 1.907 1.041
13 N 0.851 2.399 0.936
14 H -1.034 2.105 0.116
15 H -0.993 2.269 1.957
16 H -0.606 0.809 1.389
17 H 1.361 1.912 0.203
18 H 1.356 2.263 1.804

Computed properties:
Frontier orbital gap: 9.53 eV
E_LUMO: 0.843 eV
Total charge: 0
SMILES: NCC(N)=O.CN

So, what does the natural (NBO) scheme give us? The charges, in e, come out as: -0.850 -0.321 0.668 -0.824 -0.643 0.365 0.369 0.199 0.217 0.418 0.403 -0.411 -0.843 0.193 0.193 0.132 0.387 0.348

---

It comes down to B, which is 60.9 kJ/mol more stable than the next structure.

---

## A
Below is a 2-piece molecular cluster, C3H11N3O overall, with properties calculated with the ωB97M-V functional and the def2-TZVPD basis.

Geometry (Å):
1 C -1.165 0.106 1.521
2 N -0.470 -0.267 0.308
3 N -0.368 1.636 -1.015
4 N -1.072 -1.257 -0.463
5 H -1.022 -0.954 -1.435
6 H -2.044 -1.366 -0.195
7 H -0.972 2.118 -0.345
8 H 0.383 2.305 -1.182
9 H -2.129 0.559 1.268
10 H -1.344 -0.768 2.162
11 H -0.558 0.837 2.052
12 C 1.656 -0.788 -0.906
13 C 1.019 -0.067 0.281
14 O 1.220 1.261 0.320
15 H 1.375 -0.527 1.225
16 H 1.282 -0.367 -1.841
17 H 2.728 -0.596 -0.863
18 H 1.480 -1.865 -0.892

Computed properties:
Frontier orbital gap (spin up / spin down): 6.77 / 8.69 eV
E_LUMO (spin up / spin down): -0.822 / 0.166 eV
Total charge: 0

So, what does the natural (NBO) scheme give us? The charges, in e, come out as: -0.446 -0.087 -0.680 -0.625 0.385 0.362 0.319 0.352 0.202 0.197 0.250 -0.657 0.243 -0.651 0.180 0.217 0.229 0.212

---

## B
Below is a 2-piece molecular cluster, C3H11N3O overall, with properties calculated with the ωB97M-V functional and the def2-TZVPD basis.

Geometry (Å):
1 N 0.497 0.905 2.858
2 C 0.592 0.827 1.444
3 C 0.266 1.895 0.644
4 N 0.410 2.016 -0.790
5 H 1.354 0.673 3.286
6 H -0.258 0.227 3.186
7 H 0.867 -0.165 1.091
8 H -0.190 2.754 1.185
9 H 1.325 2.357 -1.036
10 H -0.277 2.688 -1.166
11 N 0.367 -1.600 -0.665
12 C -0.949 -1.764 -1.162
13 O -0.905 -2.209 -2.528
14 H 0.928 -2.434 -0.770
15 H 0.813 -0.774 -1.111
16 H -1.554 -2.410 -0.534
17 H -1.468 -0.760 -1.080
18 H -1.818 -2.225 -2.852

Computed properties:
Frontier orbital gap: 9.62 eV
E_LUMO: 0.997 eV
Total charge: 0
SMILES: N/C=C/N.NCO

So, what does the natural (NBO) scheme give us? The charges, in e, come out as: -0.863 -0.073 -0.049 -0.859 0.363 0.362 0.200 0.174 0.373 0.367 -0.853 0.087 -0.740 0.366 0.381 0.148 0.152 0.462

---

## C
Below is C3H11N3O as an isolated structure, with properties calculated with the ωB97M-V functional and the def2-TZVPD basis.

Geometry (Å):
1 C 0.991 -1.131 0.213
2 C 1.312 -0.001 -1.405
3 N 1.106 -0.585 1.443
4 H 0.258 -0.160 1.860
5 H 2.000 -0.185 1.690
6 H 1.771 -1.843 -0.039
7 H 0.001 -1.499 -0.024
8 H 1.123 -0.808 -2.112
9 H 2.399 0.042 -1.303
10 H 1.167 0.946 -1.930
11 C -1.559 0.690 0.698
12 N -2.476 0.027 -0.092
13 N -0.634 1.408 0.013
14 O -1.477 0.426 1.910
15 H -0.146 2.042 0.634
16 H -2.589 0.314 -1.049
17 H -3.168 -0.517 0.398
18 H -0.079 0.832 -0.906

Computed properties:
Frontier orbital gap: 9.37 eV
E_LUMO: 0.893 eV
Total charge: 0

So, what does the natural (NBO) scheme give us? The charges, in e, come out as: -0.052 -0.902 -0.825 0.429 0.374 0.188 0.200 0.203 0.218 0.229 0.769 -0.852 -0.918 -0.708 0.395 0.396 0.407 0.448

---

## D
Below is a 2-piece molecular cluster, C3H11N3O overall, with properties calculated with the ωB97M-V functional and the def2-TZVPD basis.

Geometry (Å):
1 H -1.702 1.158 -1.174
2 N -1.199 0.866 -0.351
3 C -0.305 -0.010 -0.643
4 N -0.269 -0.926 -1.751
5 N 0.782 -0.009 0.261
6 C 0.557 -1.380 1.021
7 C -0.779 -1.480 1.802
8 H 0.425 -1.635 -1.879
9 H -1.163 -0.980 -2.307
10 H 0.729 0.891 0.893
11 H 0.642 -2.211 0.346
12 H 1.320 -1.395 1.841
13 H -0.995 -2.327 2.366
14 H -1.064 -0.586 2.328
15 H -1.557 -1.627 0.925
16 O 1.035 2.624 -0.278
17 H 1.965 2.709 -0.006
18 H 1.084 2.716 -1.297

Computed properties:
Frontier orbital gap: 9.53 eV
E_LUMO: 0.817 eV
Total charge: 0
SMILES: [H]/N=C(\N)NCC.O

So, what does the natural (NBO) scheme give us? The charges, in e, come out as: 0.323 -0.769 0.590 -0.880 -0.654 -0.224 -0.634 0.401 0.399 0.424 0.191 0.192 0.214 0.221 0.196 -0.935 0.466 0.478

---

It comes down to B, which is 5.1 kJ/mol more stable than the next structure.